{
  "formula": "C22H19Cl4N4O10S2V",
  "method": "ωB97M-V/def2-TZVPD",
  "species": ["V", "O", "S", "O", "O", "O", "Cl", "C", "C", "Cl", "C", "Cl", "C", "O", "C", "O", "C", "Cl", "C", "C", "S", "O", "O", "C", "C", "N", "C", "N", "C", "C", "N", "O", "O", "C", "H", "H", "H", "H", "H", "H", "H", "H", "H", "H", "H", "H", "H", "C", "C", "C", "C", "C", "C", "C", "C", "N", "H", "H", "H", "H", "H", "H"],
  "positions_angstrom": [[-0.3553, -1.5038, -0.5857], [1.7902, -0.0582, 1.4767], [1.3407, -1.3740, 1.1660], [1.8907, -2.4879, 1.8409], [-0.2414, -1.4039, 1.2142], [1.4347, -1.5687, -0.4121], [-5.7918, -0.4851, -4.2694], [-4.1697, -0.7398, -3.7626], [-3.1420, -0.8142, -4.7071], [-3.4984, -0.6511, -6.3805], [-1.8159, -1.0190, -4.3117], [-0.5150, -1.1135, -5.4289], [-1.5594, -1.1444, -2.9641], [-0.3602, -1.3617, -2.3868], [-2.5852, -1.0691, -2.0253], [-2.1161, -1.2253, -0.7689], [-3.8953, -0.8690, -2.3972], [-5.1077, -0.7697, -1.1872], [0.6478, 3.5162, 4.4195], [1.3722, 3.3663, 3.0877], [1.0657, 4.7738, 2.0691], [-0.3478, 4.8189, 1.7743], [1.7132, 5.9199, 2.6540], [1.9276, 4.4155, 0.5321], [1.0058, 4.3301, -0.6749], [0.1447, 3.1415, -0.6955], [0.5613, 1.8680, -0.9270], [-0.4334, 1.0036, -0.7939], [-1.5259, 1.7298, -0.4009], [-1.1864, 3.0370, -0.3592], [-2.0791, 4.1464, -0.1542], [-1.7198, 5.2465, -0.5288], [-3.1005, 3.9052, 0.4493], [1.9387, 1.5084, -1.3619], [0.8361, 2.6327, 5.0275], [-0.4260, 3.6101, 4.2661], [0.9997, 4.3933, 4.9602], [1.0292, 2.4976, 2.5317], [2.4544, 3.3094, 3.2149], [2.5134, 3.5071, 0.6696], [2.6082, 5.2577, 0.4112], [1.6040, 4.3115, -1.5854], [0.3586, 5.1990, -0.7161], [-2.4926, 1.2929, -0.2178], [2.4094, 2.3188, -1.9161], [1.8807, 0.6344, -2.0079], [2.5669, 1.2484, -0.5094], [-0.7064, -3.5783, -0.7260], [0.1517, -4.4143, 0.1462], [1.3932, -4.8630, -0.2999], [2.1928, -5.6448, 0.5106], [1.7516, -5.9869, 1.7860], [0.5136, -5.5472, 2.2443], [-0.2772, -4.7651, 1.4246], [2.5783, -6.8111, 2.6335], [3.2354, -7.4706, 3.3063], [-1.7593, -3.6370, -0.4648], [-0.5425, -3.7544, -1.7854], [1.7383, -4.5874, -1.2891], [3.1571, -5.9914, 0.1657], [0.1817, -5.8170, 3.2372], [-1.2371, -4.4131, 1.7826]],
  "atomic_forces_ev_per_a": [[-2.0, -0.9, -1.9], [0.0, 0.1, 0.1], [0.8, 0.4, 0.7], [0.0, -0.1, 0.0], [0.7, 0.1, 0.7], [0.8, 0.1, 0.7], [0.1, 0.0, 0.0], [-0.1, 0.0, 0.0], [0.1, 0.0, -0.1], [0.0, 0.0, 0.0], [0.0, 0.0, -0.2], [-0.1, 0.0, 0.0], [0.5, -0.1, 0.2], [-0.2, 0.1, -0.8], [0.2, -0.1, 0.5], [-0.9, 0.2, -0.4], [-0.2, 0.1, -0.1], [0.0, 0.0, -0.1], [0.0, 0.0, 0.0], [0.1, -0.1, 0.2], [-0.2, 0.3, 0.0], [0.3, 0.0, 0.2], [-0.1, -0.1, 0.0], [0.0, -0.1, -0.1], [-0.1, 0.0, -0.1], [0.2, -0.1, 0.1], [0.0, 0.1, -0.4], [0.3, 0.1, 0.6], [-0.1, -0.3, -0.2], [-0.2, 0.2, -0.1], [0.5, 0.2, 0.7], [-0.4, -0.1, -0.4], [-0.2, -0.1, -0.3], [0.0, 0.0, 0.0], [0.0, 0.0, 0.0], [0.0, 0.0, 0.0], [0.0, 0.0, 0.0], [0.0, -0.2, -0.1], [0.0, 0.0, 0.0], [0.1, 0.0, 0.0], [0.0, 0.0, -0.1], [0.0, 0.0, 0.0], [0.0, -0.1, 0.0], [0.0, 0.0, 0.0], [0.0, 0.0, 0.0], [0.0, 0.0, 0.0], [0.0, 0.0, 0.0], [0.3, 0.2, 0.3], [-0.1, 0.0, -0.1], [0.1, 0.0, 0.0], [0.0, 0.0, 0.0], [0.1, -0.1, 0.1], [0.0, 0.0, 0.0], [0.0, 0.0, 0.1], [-0.1, 0.1, -0.1], [0.0, 0.0, 0.0], [0.0, 0.0, 0.0], [0.0, 0.0, 0.0], [0.0, 0.0, 0.0], [0.0, 0.0, 0.0], [0.0, 0.0, 0.0], [0.0, 0.0, 0.0]],
  "nbo_charge": [1.409, -0.930, 2.545, -0.882, -0.785, -0.789, 0.074, -0.082, -0.078, 0.072, -0.114, 0.070, 0.284, -0.550, 0.212, -0.535, -0.086, 0.075, -0.619, -0.667, 2.183, -0.963, -0.939, -0.687, -0.234, -0.324, 0.441, -0.545, -0.020, 0.163, 0.538, -0.376, -0.351, -0.680, 0.228, 0.233, 0.231, 0.246, 0.239, 0.242, 0.269, 0.222, 0.280, 0.245, 0.225, 0.259, 0.258, -0.489, -0.072, -0.182, -0.151, -0.163, -0.167, -0.129, 0.277, -0.300, 0.238, 0.238, 0.219, 0.231, 0.231, 0.211],
  "de_lowest_kcal_mol": 14.7,
  "lumo_ha": [-0.0996, -0.0996],
  "max_force_ev_per_a": 2.91,
  "e_tot_ev": -147002.9104
}